Entry 1:
104
Properties=species:S:1:pos:R:3:forces:R:3:lowdin_charge:R:1 method="wB97M-V/def2-TZVPD" orbital_gap_ha="0.242 / 0.293" e_above_lowest_ev=1.136 spin_multiplicity=3 homo_ev="-6.313 / -7.774" lumo_energy_ev="0.28 / 0.21" energy_ev=-315163.2450
Br -15.61541 -17.59994 -2.30297 -0.841 -0.509 -0.579 0.852
Se -12.52083 -21.83649 -1.95272 0.557 0.432 0.118 0.373
Se -12.55007 -17.82587 -9.07349 -0.042 -0.231 0.224 0.290
Ti -14.15198 -16.13751 -3.97333 0.430 -0.110 0.692 0.488
S -13.24619 -15.15104 -1.71167 0.555 -0.568 0.379 0.612
P -11.98944 -19.44892 -7.84415 -1.411 -0.535 0.065 0.553
P -12.53912 -21.44852 -4.03644 -0.158 -0.900 -0.088 0.596
O -9.20517 -15.97273 -3.64756 -0.254 -0.506 -0.106 0.013
N -10.86104 -15.49785 -5.10047 0.415 -1.330 -0.210 0.078
N -12.56555 -17.81807 -5.71357 0.482 -0.432 -0.531 -0.024
N -11.37009 -17.14523 -1.72108 0.699 -0.606 0.272 0.077
N -13.48789 -14.18233 -4.69801 0.173 0.152 -0.708 -0.030
N -12.93592 -17.39213 -0.25551 1.288 -1.817 0.414 0.042
N -12.59744 -18.87767 -3.81920 -0.347 0.511 0.921 0.013
N -12.65929 -17.70855 -4.40171 -0.426 0.189 -0.627 -0.176
C -16.42116 -17.23175 -7.63778 0.570 0.145 -0.344 -0.096
C -14.60023 -13.49540 -4.99491 -0.577 0.208 0.285 -0.111
C -11.30455 -22.51099 -4.86874 0.181 1.155 1.323 -0.392
C -12.94346 -23.26710 -9.20767 0.092 -0.256 -0.958 -0.093
C -14.39559 -23.43096 -4.60570 0.405 -1.130 -0.615 -0.108
C -10.27070 -19.89082 -8.05979 0.135 0.732 0.635 -0.391
C -15.19449 -21.17885 -4.77393 1.269 -0.458 0.599 -0.077
C -9.69581 -20.65436 -7.04746 0.987 0.586 -0.776 -0.099
C -7.57056 -20.39319 -8.14636 -0.125 -0.415 0.900 -0.069
C -12.45275 -19.77533 -4.76820 0.510 -1.777 -0.095 -0.389
C -9.50829 -17.56581 -5.41322 1.083 2.318 -0.914 0.017
C -14.91953 -22.28289 -8.24689 0.706 0.491 0.031 -0.062
C -12.20657 -22.14774 -8.87701 0.344 1.018 0.166 -0.108
C -18.00892 -18.95103 -3.11305 -0.390 0.194 0.453 -0.123
C -17.52095 -17.91411 -7.21961 -1.310 -0.737 -1.813 -0.066
C -12.39718 -19.12584 -6.02647 0.208 0.682 -0.308 -0.332
C -18.93548 -18.91144 -5.38582 0.319 -0.283 -0.757 -0.051
C -17.74813 -18.27231 -5.88682 -0.246 0.496 1.025 -0.192
C -11.62107 -23.12053 -6.02919 -1.488 -0.879 -1.893 -0.122
C -15.56123 -23.89834 -5.18952 -0.408 0.999 0.347 -0.061
C -14.33495 -23.30653 -8.96837 1.287 0.096 0.607 -0.061
C -8.32781 -20.87323 -7.07070 0.141 -0.461 0.092 -0.059
C -9.43588 -24.14583 -6.13980 -1.093 0.828 -0.511 -0.065
C -19.02946 -19.27040 -4.06831 -0.420 -0.112 0.367 -0.106
C -8.16844 -19.64790 -9.15098 0.336 -0.005 0.118 -0.076
C -16.93855 -18.25647 -3.60915 -0.368 0.183 1.015 -0.516
C -12.19748 -12.10656 -4.73468 -0.568 -2.996 -0.097 0.020
C -15.46765 -16.83069 -6.69934 0.152 0.781 0.943 -0.166
C -14.15211 -21.15455 -7.88082 -1.519 0.016 0.039 -0.095
C -10.01363 -22.59861 -4.34670 -0.486 -1.075 -0.265 -0.095
C -9.85258 -16.32831 -4.63500 -0.411 1.410 0.041 -0.514
C -11.00223 -18.45175 -1.09439 1.189 1.683 0.377 -0.117
C -9.51683 -19.33384 -9.09613 0.271 -1.102 0.369 -0.096
C -16.40537 -21.65708 -5.20422 -1.336 1.287 -0.105 -0.077
C -10.69033 -23.90582 -6.70636 0.339 -0.034 1.022 -0.053
C -9.11270 -23.47700 -4.97164 1.007 1.000 1.236 -0.089
C -15.60843 -17.06924 -5.33320 -0.161 0.052 -0.467 -0.212
C -12.22410 -18.72583 -0.26198 -1.773 0.450 -0.864 -0.133
C -16.58218 -22.99177 -5.48330 0.770 -0.736 0.003 -0.091
C -13.34383 -11.46698 -5.02059 -0.955 0.936 0.485 -0.071
C -16.76699 -17.83227 -4.95208 0.822 -0.304 0.145 -0.254
C -12.33447 -13.52550 -4.64013 1.169 0.837 -0.274 -0.247
C -14.15667 -22.07988 -4.50935 -0.345 0.690 -0.548 -0.393
C -11.12207 -14.30958 -4.32166 1.433 0.110 0.272 -0.166
C -12.45132 -16.62730 -1.20851 -0.908 1.366 -0.575 -0.827
C -14.55409 -12.12378 -5.15379 -0.558 -0.987 -0.003 -0.036
C -12.83600 -21.05143 -8.25116 0.606 0.215 0.304 -0.334
H -18.23843 -18.22894 -8.00687 0.290 0.174 0.738 0.119
H -13.37469 -10.41489 -4.96810 0.043 1.215 -0.378 0.103
H -11.12034 -22.07475 -9.04521 -0.647 -0.259 -0.139 0.116
H -11.26728 -14.58602 -3.26896 0.408 0.088 0.006 0.064
H -11.54547 -15.91411 -5.73427 0.185 0.282 0.160 0.105
H -8.49083 -17.38193 -5.81747 -0.482 -0.124 0.160 0.115
H -14.62776 -16.20215 -7.01719 -0.158 -0.444 -0.156 0.068
H -17.45262 -23.33810 -5.99911 -0.588 -0.105 0.023 0.102
H -10.83601 -16.61562 -2.38200 0.651 -0.053 -0.294 0.091
H -10.07117 -18.35654 -0.49559 -0.554 0.258 -0.196 0.131
H -10.94707 -24.34105 -7.63997 -0.197 -0.362 -0.599 0.087
H -12.83600 -19.48400 -0.78441 0.075 0.411 0.366 0.014
H -13.62465 -24.16397 -4.37247 -0.019 0.258 0.086 0.118
H -6.51319 -20.62908 -8.13757 0.022 0.185 -0.284 0.103
H -7.89890 -21.47155 -6.24614 -0.009 0.513 -0.708 0.104
H -14.63493 -20.33013 -7.32450 0.248 -0.486 -0.393 0.113
H -9.96346 -18.78004 -9.89555 -0.359 0.398 -0.037 0.060
H -9.42869 -18.37809 -4.77507 -0.093 -1.693 1.204 0.063
H -10.27051 -21.03314 -6.23764 -0.321 -0.053 0.309 0.063
H -12.06169 -19.01482 0.74251 0.440 -0.425 0.900 0.105
H -18.17413 -19.14390 -2.00285 0.454 0.126 -1.773 0.126
H -15.94530 -22.36769 -7.94279 -0.249 0.160 -0.023 0.090
H -15.67136 -24.93551 -5.40632 -0.112 -0.610 -0.043 0.099
H -7.55891 -19.29057 -9.96466 0.037 0.101 -0.174 0.103
H -10.16722 -17.70912 -6.23179 -0.512 -0.324 -0.607 0.038
H -13.88233 -17.32186 -0.00805 -1.155 0.165 0.440 0.080
H -16.23843 -16.98834 -8.69061 -0.316 -0.224 0.347 0.108
H -14.89075 -24.18758 -9.21514 -0.277 -0.275 -0.241 0.098
H -10.18900 -13.69367 -4.42043 -0.985 -0.218 0.415 0.147
H -12.40394 -24.07187 -9.75437 -0.701 0.443 0.548 0.118
H -15.45627 -11.56635 -5.29883 -0.314 0.149 -0.183 0.107
H -17.23893 -20.94480 -5.34329 0.562 -0.477 -0.077 0.102
H -11.25992 -11.63921 -4.55318 0.512 0.258 -0.028 0.115
H -9.86866 -22.07244 -3.41153 0.653 -0.137 0.016 0.081
H -8.74309 -24.73927 -6.70473 0.389 -0.267 0.175 0.104
H -14.95046 -20.14795 -4.57315 -0.551 0.403 -0.267 0.091
H -19.92813 -19.79019 -3.71530 0.370 0.242 -0.128 0.106
H -12.65295 -22.97849 -6.42849 1.090 -0.309 0.153 0.107
H -19.73770 -19.14595 -6.11771 0.566 0.097 0.695 0.122
H -8.09434 -23.53624 -4.54075 -0.686 -0.210 -0.322 0.117
H -10.79048 -19.18932 -1.83260 -0.264 -0.590 -0.662 0.063
H -15.53085 -14.11136 -4.99096 0.547 0.762 -0.284 0.125

=====

Entry 2:
11
Properties=species:S:1:pos:R:3:forces:R:3:lowdin_charge:R:1 method="wB97M-V/def2-TZVPD" orbital_gap_ha=0.397 smiles=Cn1nccn1 e_above_lowest_ev=3.044 homo_ev=-9.719 lumo_energy_ev=1.08 energy_ev=-7659.4113
N -1.12899 0.11031 0.16787 1.635 0.943 0.165 0.029
N 0.15174 0.26112 -0.05920 0.447 0.106 0.787 -0.280
N 0.85797 -0.85301 0.03790 -0.125 -0.193 0.076 0.087
C 0.75558 1.57386 -0.17724 0.182 0.125 -0.002 -0.013
C -1.32396 -1.22460 0.34562 -0.793 2.466 -1.581 -0.138
C -0.04607 -1.81289 0.23082 0.031 -0.094 -0.224 -0.152
H -0.02510 2.27112 -0.48700 0.126 -0.175 0.056 0.086
H -2.22843 -0.91227 -0.24808 -1.166 -3.368 0.841 0.118
H 1.16451 1.88758 0.78830 -0.047 -0.047 -0.176 0.087
H 0.26930 -2.84657 0.32334 -0.149 0.288 -0.082 0.091
H 1.55343 1.54535 -0.92234 -0.140 -0.051 0.140 0.086

=====

Entry 3:
17
Properties=species:S:1:pos:R:3:forces:R:3:lowdin_charge:R:1 method="wB97M-V/def2-TZVPD" orbital_gap_ha=0.301 e_above_lowest_ev=3.185 homo_ev=-9.291 lumo_energy_ev=-1.11 energy_ev=-17659.2361
S 2.47120 -0.92186 0.44873 -2.672 2.776 2.164 0.611
O 2.25438 1.36982 -1.53912 1.151 -1.013 0.944 -0.154
N -2.42237 0.92690 0.30626 0.118 -0.529 -0.113 -0.020
C 0.67896 -1.20903 -0.08632 1.381 -2.243 0.898 -0.575
C -0.26194 -0.22175 0.49124 -1.115 0.149 -0.136 -0.357
C -1.75316 -0.39071 0.09303 1.070 1.801 0.351 -0.250
H 0.43917 -2.26280 0.24932 0.210 1.108 -0.310 0.088
H 1.73503 0.69525 1.46039 1.785 -2.998 -1.792 0.184
H -3.39817 0.80526 0.52314 -0.110 0.101 0.096 0.052
H -1.99308 1.52804 1.00174 -0.018 -0.408 0.037 0.058
H 2.90663 1.42970 -2.24146 -0.097 0.274 -0.359 0.019
H -2.20158 -1.18868 0.66820 -0.256 -0.391 -0.168 0.103
H 0.69343 -1.20080 -1.14126 -0.029 0.134 -1.268 0.049
H -1.75804 -0.51908 -0.98293 -0.299 -0.727 -0.157 0.104
H 2.73577 0.73942 -0.90709 -1.189 1.049 -0.937 -0.085
H -0.13567 -0.33340 1.56234 -0.202 0.611 0.383 0.086
H 0.00942 0.75370 0.09378 0.274 0.305 0.367 0.089

=====

Entry 4:
12
Properties=species:S:1:pos:R:3:forces:R:3:lowdin_charge:R:1 method="wB97M-V/def2-TZVPD" orbital_gap_ha=0.403 smiles="NC(=O)COC=O" e_above_lowest_ev=1.978 homo_ev=-10.242 lumo_energy_ev=0.73 energy_ev=-10823.7097
O 0.48720 -0.25682 -1.63267 -0.645 -0.388 -1.394 0.029
O 1.54115 0.75447 -0.02233 -1.327 1.411 2.553 0.023
O -0.39547 -0.86864 2.02279 1.433 -0.531 1.415 0.088
N -1.39987 -0.86345 0.09360 -1.213 -1.128 -0.848 0.182
C -0.44341 -0.43122 0.90051 -2.979 -0.475 0.832 -0.602
C -0.00587 0.89194 0.57378 5.030 1.839 -1.307 0.072
C 1.51034 0.16330 -1.16276 -0.883 -0.754 -0.531 -0.404
H -1.35267 -0.74300 -0.89155 -0.014 0.056 -0.503 0.089
H -1.99624 -1.54405 0.51730 -0.194 -0.521 -0.220 0.121
H 2.43452 -0.00539 -1.69305 0.885 0.345 0.236 0.144
H 0.06794 1.43249 1.50457 0.579 0.323 0.009 0.134
H -0.44765 1.47036 -0.21019 -0.672 -0.177 -0.242 0.123